The following is a quantum chemistry calculation of C44H52BrN4OS4TaTe as an isolated structure in a non-equilibrium geometry, from OMol25.

ΔE to the lowest compared entry with this formula, charge and spin, kcal/mol: 70.2
HOMO-LUMO gap, eV: 6.0
Total charge: 0
LUMO energy, eV: -1.03
Total energy, Eh: -6493.84062

The geometry in XYZ format:
```
108
Properties=species:S:1:pos:R:3:forces:R:3
Ta 0.071 0.572 -0.241 0.05 0.14 -1.53
C -2.925 -0.635 2.335 -0.16 0.07 0.00
C -3.057 0.868 2.226 0.02 -0.13 -0.01
C -3.692 1.585 3.233 -0.05 0.07 0.02
C -3.922 2.950 3.098 0.05 -0.03 0.06
C -3.555 3.595 1.930 0.01 0.13 0.03
C -2.915 2.908 0.900 -0.02 -0.01 -0.24
C -2.722 3.580 -0.444 -0.02 -0.02 0.24
C -2.621 1.555 1.089 0.26 -0.11 -0.30
N -1.985 0.801 0.016 0.44 0.14 0.15
C -2.896 0.173 -0.834 -0.10 0.02 0.04
C -4.391 0.343 -0.750 0.09 0.02 0.04
C -2.339 -0.607 -1.792 -0.21 -0.06 -0.10
C -3.203 -1.338 -2.788 0.05 0.01 0.03
N -0.972 -0.677 -1.770 1.07 0.29 0.47
C -0.405 -1.430 -2.880 -0.03 0.16 0.23
C -0.286 -0.829 -4.142 -0.02 0.06 -0.02
C -0.786 0.570 -4.403 -0.13 -0.24 -0.09
C 0.205 -1.593 -5.199 -0.05 0.05 -0.05
C 0.507 -2.938 -5.038 0.03 0.05 -0.04
C 0.317 -3.533 -3.804 0.08 -0.08 0.06
C -0.127 -2.792 -2.712 0.04 0.03 0.11
C -0.345 -3.476 -1.389 -0.15 -0.18 -0.18
H -2.777 -0.948 3.372 -0.06 0.05 -0.14
H -2.109 -1.027 1.726 -0.15 0.12 0.02
H -3.842 -1.120 1.981 0.06 0.05 0.01
H -4.027 1.060 4.126 0.05 0.07 -0.08
H -4.395 3.507 3.903 0.04 -0.11 -0.14
H -3.773 4.654 1.799 0.04 -0.21 0.03
H -2.469 4.635 -0.326 0.00 -0.04 0.04
H -3.661 3.535 -1.006 0.05 -0.02 0.02
H -1.958 3.102 -1.053 0.06 -0.03 0.01
H -4.690 1.059 0.010 -0.01 0.03 0.04
H -4.888 -0.607 -0.529 0.03 0.05 0.01
H -4.787 0.693 -1.710 0.02 -0.03 0.07
H -3.926 -1.976 -2.272 0.03 0.03 -0.02
H -2.615 -1.964 -3.456 -0.06 0.01 0.02
H -3.776 -0.635 -3.400 0.03 -0.05 0.04
H -0.338 1.295 -3.739 0.10 0.14 0.17
H -1.873 0.623 -4.258 0.13 -0.02 -0.03
H -0.574 0.861 -5.433 -0.01 -0.03 0.02
H 0.312 -1.126 -6.176 -0.01 -0.07 0.15
H 0.880 -3.521 -5.874 -0.05 0.06 0.07
H 0.534 -4.592 -3.671 -0.03 0.18 -0.01
H 0.177 -4.439 -1.359 -0.09 0.13 -0.03
H -1.414 -3.665 -1.209 0.18 0.06 -0.02
H 0.011 -2.869 -0.566 0.06 0.09 0.13
O 4.023 -5.510 -1.989 -0.11 0.40 0.30
C 3.689 -4.560 -1.327 0.20 -0.38 -0.27
S 3.584 -4.571 0.442 -0.02 -0.01 0.01
C 2.986 -2.936 0.619 -0.15 0.19 -0.16
C 2.798 -2.223 -0.512 -0.01 -0.12 0.30
S 2.336 -0.542 -0.640 -0.65 0.16 0.14
S 3.248 -2.990 -2.009 -0.12 -0.04 -0.15
S 2.733 -2.273 2.224 0.06 -0.01 0.03
N -0.411 2.719 3.673 -0.10 0.09 -0.29
N -0.249 1.373 3.262 -0.14 -0.01 -0.24
H -0.142 2.840 4.635 0.14 0.11 0.33
H 0.193 3.291 3.095 -0.02 0.08 -0.05
H -1.078 0.882 3.522 -0.44 -0.26 0.17
H 0.545 0.926 3.687 0.42 -0.21 0.16
C -0.339 -5.817 7.577 0.03 0.08 -0.05
C -0.205 -4.939 6.359 -0.04 0.04 0.04
C -0.644 -3.625 6.361 -0.03 0.08 -0.02
C -0.524 -2.792 5.243 0.05 -0.08 0.03
C -1.086 -1.396 5.387 0.07 -0.24 0.12
C 0.075 -3.315 4.084 -0.24 0.10 -0.01
Te 0.339 -2.136 2.310 0.17 -0.09 0.38
C 0.491 -4.660 4.043 -0.06 0.00 -0.11
C 1.082 -5.312 2.823 -0.03 -0.02 0.19
C 0.352 -5.433 5.186 0.05 -0.13 0.06
H -0.909 -5.320 8.363 0.02 -0.01 -0.03
H 0.643 -6.073 7.983 -0.03 0.02 -0.03
H -0.842 -6.753 7.330 0.01 0.02 -0.01
H -1.106 -3.216 7.260 0.07 -0.07 -0.13
H -0.670 -0.900 6.269 -0.02 -0.07 -0.07
H -2.174 -1.430 5.515 0.14 -0.03 0.00
H -0.868 -0.785 4.524 0.08 0.09 -0.11
H 0.586 -4.995 1.908 -0.04 0.03 -0.09
H 1.012 -6.397 2.896 -0.01 0.03 0.02
H 2.134 -5.053 2.729 0.08 0.02 -0.01
H 0.690 -6.466 5.150 -0.06 0.08 0.02
C 2.265 4.155 -4.037 -0.02 0.05 -0.05
C 2.813 3.137 -3.030 0.04 0.02 0.15
C 3.663 3.851 -1.959 -0.03 -0.01 -0.01
C 3.662 2.075 -3.751 0.02 -0.02 -0.03
C 1.700 2.452 -2.355 -0.40 -0.26 -0.01
C 0.822 1.835 -1.774 -0.20 -0.16 0.33
H 3.098 4.679 -4.521 -0.10 -0.06 0.05
H 1.633 4.895 -3.538 0.08 -0.07 -0.05
H 1.670 3.658 -4.810 0.06 0.05 0.08
H 4.514 4.354 -2.430 -0.10 -0.06 0.04
H 4.041 3.131 -1.227 -0.03 0.06 -0.07
H 3.067 4.595 -1.420 0.06 -0.08 -0.07
H 4.534 2.551 -4.213 -0.12 -0.05 0.05
H 3.079 1.574 -4.530 0.06 0.06 0.09
H 4.010 1.316 -3.044 -0.03 0.08 -0.07
Br 3.592 5.733 2.818 0.02 0.02 0.01
C 2.556 4.353 2.030 -0.03 0.03 -0.02
C 1.437 4.681 1.284 -0.07 -0.09 -0.07
C 0.688 3.660 0.703 0.08 0.03 0.07
C 1.005 2.305 0.866 -0.02 -0.22 -0.15
C 2.155 2.029 1.631 -0.03 0.07 -0.02
C 2.931 3.032 2.205 -0.09 -0.11 -0.05
H 1.161 5.719 1.141 0.01 -0.05 0.01
H -0.150 3.949 0.079 0.00 -0.02 0.06
H 2.480 1.003 1.783 -0.03 0.06 0.01
H 3.816 2.785 2.778 -0.03 0.01 -0.02
```
Forces are in eV/Å.